(1)
A structure of composition C5H9N3O in a non-equilibrium geometry, computed with ωB97M-V/def2-TZVPD.

Positions of all 18 atoms, in Å:
O1 0.9599 1.5699 -0.2203
N1 -1.8017 1.2911 0.0365
N2 -2.9729 0.8618 -0.0401
N3 -0.9821 0.3688 -0.4136
C1 0.3477 0.4520 -0.5252
C2 1.2190 -0.7575 -0.7986
C3 -1.6966 -0.6765 -0.8734
C4 -3.0164 -0.3464 -0.6293
C5 0.6194 2.7546 0.1608
H1 1.3201 -0.7977 -1.9128
H2 -0.4080 2.9519 0.2302
H3 2.7820 0.8974 0.8442
H4 2.5990 0.3776 1.4086
H5 1.3216 3.4439 0.5102
H6 -3.9720 -0.8779 -0.5694
H7 0.5106 -1.6074 -0.5346
H8 -1.2181 -1.5382 -1.3183
H9 2.1199 -0.8230 -0.1637

Values from the calculation:
HOMO (alpha / beta)	-6.982 / -7.341	eV
charge	0
LUMO level (alpha / beta)	0.0273 / 0.0134	hartree
DFT total energy	-11842.4746	eV
multiplicity	1
gap between HOMO and LUMO (alpha / beta)	7.7 / 7.7	eV
energy above the lowest of the compared OMol25 structures with the same formula, charge and spin	159.9	kcal/mol

(2)
The molecule C5H8N2 in a non-equilibrium geometry, computed with ωB97M-V/def2-TZVPD.

Positions of all 15 atoms, in Å:
N1 -1.8098 -0.2283 -0.0499
N2 -0.4191 -2.1805 -0.1677
C1 2.0057 -0.0737 -0.0228
C2 -0.0972 1.4419 -0.1471
C3 -1.6462 1.2242 -0.0498
C4 -0.6662 -0.8102 -0.0568
C5 0.5574 0.2795 -0.1227
H1 -1.2981 -2.6689 -0.1229
H2 -1.8742 1.4543 0.9785
H3 2.0171 -0.9095 0.7065
H4 2.5965 0.9380 0.1334
H5 0.1702 -2.5632 0.6224
H6 0.1574 2.4596 -0.1938
H7 2.5361 -0.3892 -0.9013
H8 -2.2297 2.0258 -0.6059

Values from the calculation:
SMILES	CC1=CCN=C1N
HOMO	-9.155	eV
charge	0
LUMO level	0.0352	hartree
DFT total energy	-8293.3385	eV
multiplicity	1
gap between HOMO and LUMO	10.1	eV
energy above the lowest of the compared OMol25 structures with the same formula, charge and spin	38.2	kcal/mol

(3)
The molecule C11H14O2 in a non-equilibrium geometry, computed with ωB97M-V/def2-TZVPD.

Positions of all 27 atoms, in Å:
O1 3.1056 1.2796 -0.2937
O2 -2.4544 -1.0587 -0.1970
C1 -1.5941 -0.0031 -0.1599
C2 2.2012 0.1342 -0.2591
C3 -3.7168 -0.7155 0.1740
C4 2.4912 -0.9475 0.7087
C5 -0.2091 -0.3270 -0.1555
C6 1.5993 -2.1944 0.3422
C7 -1.9459 1.3108 0.0038
C8 0.3241 1.9515 0.2056
C9 -1.0063 2.3017 0.2143
C10 0.7963 0.5734 -0.0437
C11 0.3222 -1.6707 -0.4770
H1 -0.4362 -2.5131 -0.4177
H2 -4.3265 -1.6031 0.3215
H3 3.2616 1.6041 -1.4257
H4 -3.8579 0.1176 1.0137
H5 -4.1814 -0.2423 -0.7467
H6 1.9537 -0.4156 1.7627
H7 3.6720 -1.1256 1.0189
H8 2.1438 -0.5688 -1.2787
H9 -1.3917 3.4073 0.2283
H10 2.0984 -2.9725 -0.4779
H11 1.2251 2.6271 0.5821
H12 -3.0101 1.6481 0.1728
H13 1.2777 -2.5460 1.3231
H14 0.7886 -1.6658 -1.4723

Values from the calculation:
SMILES	COc1cccc2c1CCC[C@@H]2O
HOMO	-8.341	eV
charge	0
LUMO level	0.0204	hartree
DFT total energy	-15724.4911	eV
multiplicity	1
gap between HOMO and LUMO	8.9	eV
energy above the lowest of the compared OMol25 structures with the same formula, charge and spin	112.5	kcal/mol

Which value of DFT total energy does entry 1 give? -11842.4746 eV

Which value of charge does entry 2 give? 0